The following is a quantum chemistry calculation of a molecular structure, C41H68NO3PReSe2, from the OMol25 dataset.

For the calculated total energy, the calculation gives -7105.482217 a.u. Its spin multiplicity is 4. The calculation puts the HOMO-LUMO gap (spin up / spin down) at 5.69 / 6.63 eV. As for the relative energy (zero: lowest compared OMol25 entry of this formula, charge and spin): 59.0 kcal/mol. The net charge is +2. The expectation value of S² is 4.10.

CARTESIAN COORDINATES (ANGSTROEM)
H 4.6326 0.6267 3.5195
H -3.3167 6.0754 0.8370
Se 0.4476 3.7914 1.9966
H 0.4169 3.1588 -3.8709
N 0.7652 -0.1449 0.0887
H 2.9862 0.8947 4.1202
C -4.4689 4.6819 -1.0985
H 5.2729 -2.7742 -1.5758
C 4.5049 -3.5433 -1.7001
H 5.1121 -1.7484 5.3321
C 1.7927 -0.9795 0.5021
H 2.6301 -1.4351 5.9143
Re 0.2473 1.3353 1.2784
H 2.2576 -2.7603 4.8003
H -0.4533 3.5870 -2.3971
H -2.7759 -1.9144 3.9067
H -0.4544 -4.9407 -3.6630
C 3.9510 -3.9916 -0.3390
C -0.2768 -4.0283 -3.0902
O -1.6356 -0.2086 1.7506
H -5.1111 5.5527 -1.2583
H 0.3285 -2.3835 -1.3748
H -0.4858 -1.9477 -5.8445
C -0.8252 -2.8304 -3.8620
H 1.2216 2.1892 5.4392
C -2.3237 -3.0496 -4.1217
H 2.0354 -4.6381 -1.1812
C -2.9973 5.1245 -1.1042
H -3.4988 -2.8715 0.0478
H 1.4598 -1.1860 4.6077
C 5.0811 -4.6518 0.4536
H -2.3586 1.9329 5.5563
H -2.4548 -1.6610 -0.7470
H 2.2535 -2.1125 -1.2844
C -2.9962 2.4276 -3.5189
H -0.3450 -2.8938 0.7668
H 3.7249 -3.1444 -2.3565
C -0.0781 -2.7332 -5.2028
C 3.1255 -1.4757 2.4949
H 4.2576 0.3689 5.2290
C -2.5942 5.6152 -2.5059
C -0.5763 0.8464 -1.6610
C 2.4000 -1.6774 4.8709
H -0.3714 1.5584 -5.5587
C -1.4987 2.1610 -3.7634
H 2.4104 -5.3480 0.4034
C 2.4356 -1.9915 -0.2276
C 4.8059 -2.0181 4.3190
C -2.1337 3.9577 -0.7570
H -0.7658 -4.1522 -2.1157
H 5.8947 -3.9505 0.6680
C -1.3606 1.9382 -5.2854
H 4.6338 -3.0975 4.3158
C 1.3502 3.4174 3.7020
C 3.5475 -1.2226 3.9532
C -1.2185 4.4768 2.7204
O 1.5798 0.3810 2.3815
C -0.9361 -2.8833 1.6862
H -4.1423 -1.2626 2.9616
H -2.7673 4.8454 -3.2593
H -2.8826 -3.1073 -3.1824
H -1.5396 5.9054 -2.5354
C 2.8409 -5.0363 -0.5544
C -3.1100 -1.8501 0.1042
H -1.7454 6.4682 0.0850
C -1.0405 0.9110 -2.9732
H -3.1994 6.4887 -2.7630
C 3.8681 0.2612 4.2140
H 0.9848 -2.5297 -5.0463
H 4.7274 -5.0813 1.3956
H -0.2709 -2.6824 2.5315
H -2.9672 0.8849 4.2588
H -3.3232 3.2801 -4.1228
H -0.1458 3.2712 5.2854
Se -0.5357 1.1460 4.0222
H 4.9582 -4.3951 -2.2133
C 0.0635 -0.2788 -1.1516
H 2.2540 2.8873 3.4125
C -2.8041 6.2773 -0.1058
C 0.5331 2.6344 4.7257
H -3.5717 1.5565 -3.8434
H -1.4372 -0.3369 -4.6405
H -4.6668 3.9621 -1.8950
H 5.6381 -1.7919 3.6455
P -2.1962 -1.6123 1.6202
H -2.4733 -3.9866 -4.6634
H -0.9662 4.2533 -3.9414
H 3.2466 -5.9247 -1.0492
C -3.3197 -1.9818 2.9610
C 2.1817 -0.6915 1.8238
H -1.4915 2.9038 -5.7789
C 3.6465 -2.5291 1.7612
C -2.3266 1.7331 4.4890
H -0.1678 -3.6787 -5.7436
H 1.6396 4.3829 4.1105
H -3.2439 2.6202 -2.4787
H -3.2365 7.1870 -0.5269
H -4.7405 4.2266 -0.1423
C -0.0397 -1.4809 -1.8392
H -3.7254 -2.9914 2.8541
H 5.4976 -5.4697 -0.1377
C -0.6423 -1.5309 -3.0817
H -2.6561 2.5933 3.9213
H -1.2970 4.1733 3.7568
H -1.1797 5.5557 2.6436
C -0.5762 3.3545 -3.4556
H 0.8042 -3.9441 -2.9388
H -2.1259 1.2726 -5.6905
C -1.0539 -0.3228 -3.6313
H -2.7525 -2.2452 -4.7242
O -0.6586 1.8992 -0.6372
H -1.4062 -3.8624 1.8203
H -2.0409 4.0813 2.1344
C 3.3402 -2.8003 0.4068
C -1.4443 2.9850 -0.7158
H 4.3789 -3.1588 2.2421
H -3.9442 -1.1470 0.0793

Force components x, y, z for each atom (eV/Å):
H -0.08 -0.04 0.08
H 0.09 -0.03 0.02
Se 0.39 0.51 0.21
H -0.06 -0.02 0.00
N -0.31 0.37 -0.52
H 0.05 -0.07 0.02
C -0.04 0.02 -0.02
H -0.06 -0.07 -0.02
C 0.02 0.05 0.00
H -0.02 -0.03 -0.07
C 0.01 0.11 -0.13
H -0.01 -0.04 -0.12
Re -0.17 -1.87 0.47
H -0.01 0.10 0.00
H 0.08 0.01 -0.52
H -0.08 -0.02 -0.03
H 0.02 0.05 0.05
C -0.01 0.00 0.02
C 0.01 -0.08 0.04
O 0.00 0.24 -0.25
H 0.08 -0.08 0.00
H -0.01 0.11 -0.07
H 0.03 -0.05 0.06
C 0.00 0.03 -0.04
H 0.07 0.02 0.09
C -0.02 0.01 0.00
H 0.08 -0.05 0.08
C 0.06 0.03 0.16
H 0.04 0.11 -0.01
H 0.01 0.01 0.02
C 0.09 0.01 0.01
H 0.01 -0.01 0.04
H -0.03 -0.01 -0.03
H -0.04 -0.01 0.09
C 0.02 -0.19 -0.06
H -0.03 0.01 0.10
H 0.08 -0.05 0.05
C 0.00 0.01 -0.02
C 0.20 -0.05 0.20
H -0.01 -0.01 -0.07
C -0.07 0.11 -0.02
C -0.14 0.37 0.02
C 0.00 0.01 0.05
H -0.10 0.04 0.04
C 0.04 -0.07 0.01
H 0.03 0.02 -0.10
C -0.17 0.26 -0.17
C 0.02 -0.05 0.01
C -0.59 0.62 -0.09
H 0.06 0.00 -0.11
H -0.09 -0.07 -0.02
C 0.09 -0.05 0.03
H 0.01 0.07 -0.03
C -0.09 -0.02 0.03
C -0.05 0.01 -0.05
C -0.06 0.00 -0.09
O -0.22 0.24 -0.42
C 0.14 -0.08 -0.01
H 0.05 -0.07 0.02
H 0.01 0.37 0.26
H 0.03 0.00 -0.06
H -0.17 0.02 0.03
C -0.03 -0.02 0.00
C -0.11 -0.03 -0.08
H -0.04 0.01 -0.01
C -0.24 0.19 -0.17
H 0.03 -0.07 0.06
C 0.02 0.01 -0.13
H -0.06 -0.02 -0.01
H 0.03 0.04 -0.08
H -0.04 -0.05 -0.06
H -0.01 0.02 0.03
H 0.00 -0.24 0.02
H -0.01 0.06 0.03
Se 0.13 0.17 -0.19
H -0.05 0.06 0.04
C 0.31 -0.12 0.65
H 0.03 -0.05 -0.03
C 0.05 -0.08 0.05
C -0.03 -0.05 -0.04
H 0.02 0.04 0.01
H 0.00 0.03 0.02
H -0.05 0.10 0.11
H -0.07 -0.02 0.07
P 0.01 0.00 0.02
H 0.01 0.07 0.03
H 0.21 -0.26 0.01
H -0.05 0.12 0.05
C -0.07 0.03 0.12
C -0.11 0.19 0.15
H 0.00 -0.06 0.03
C 0.12 -0.07 -0.13
C -0.05 -0.08 -0.08
H 0.00 0.07 0.04
H 0.04 0.05 0.02
H 0.07 -0.07 -0.08
H 0.00 -0.07 0.05
H 0.02 0.06 -0.07
C 0.08 -0.23 0.11
H 0.02 0.11 0.03
H -0.01 0.04 0.05
C -0.03 0.04 -0.09
H -0.01 0.01 -0.02
H -0.03 0.04 -0.01
H -0.02 0.12 -0.02
C 0.32 0.00 -0.16
H -0.08 -0.02 0.01
H 0.07 0.01 0.04
C -0.11 0.05 -0.06
H 0.02 -0.05 0.05
O -0.02 0.30 -0.11
H 0.09 0.09 -0.03
H -0.05 0.01 -0.05
C 0.25 -0.20 0.33
C 0.28 -1.02 0.40
H -0.04 0.01 -0.02
H 0.01 -0.03 -0.03



The following is a quantum chemistry calculation of 4 unconnected molecules or ions with the total composition C41H69ClF8NO10S, from the OMol25 dataset.

For the calculated total energy, the calculation gives -4067.919821 a.u. The calculation puts the HOMO-LUMO gap at 8.55 eV. The net charge is +1.

CARTESIAN COORDINATES (ANGSTROEM)
H 6.2625 -3.8035 4.3129
C 2.0846 1.8726 1.0375
O -1.0923 7.7342 -3.4837
C -3.2132 0.2550 -4.3124
F -4.2638 -8.2901 0.7503
H -2.2818 -2.6900 1.5275
H 1.5700 -1.5422 2.8568
O -4.3780 -0.4020 -4.2925
H 1.9597 -2.9446 1.9007
H -2.9344 0.1544 -6.4881
H 2.0253 0.4012 -0.5393
H 7.0148 -2.3929 1.7305
C 6.8410 -3.7289 3.3864
H -4.3384 5.7667 -5.1517
H -0.3033 1.2784 2.1952
H 5.6799 -0.0878 0.3977
H -3.2392 6.4370 -6.3398
C -3.1115 2.0453 1.4047
H -3.3254 0.5070 -0.1214
F -4.9200 -5.9113 0.9669
H 1.9119 6.6458 0.5030
C -2.8115 1.4603 0.0072
H -4.9556 -2.7637 -6.6431
C -4.0804 1.2141 2.2498
C 4.0688 1.1027 -0.4129
C 2.5596 1.3286 -0.3113
C 0.3207 0.3899 2.2195
O -3.8500 2.8014 4.2666
H 0.3516 -4.3028 2.8461
H 1.1805 2.4570 0.8605
O -1.1103 -2.9135 3.2239
C -1.9206 -3.4565 2.2188
H -3.2829 3.9340 -6.4662
C 1.0426 6.3056 2.4661
H -0.7438 2.0807 0.1985
H -5.1060 1.5726 2.1738
C -1.0183 -1.0256 -1.0984
C -0.1093 5.1268 -0.3081
O -4.6636 0.5352 4.7124
C 1.1326 -2.3482 2.2863
C -3.1660 -4.1210 2.8418
C -4.4306 -2.3422 -5.7865
H -4.0492 0.1545 2.0130
H 4.3490 0.1788 1.4982
H -6.0352 -1.0269 -5.2209
N 0.4220 -1.7996 1.1146
H 7.1268 -7.1253 2.6459
C 1.7995 0.8094 2.1110
H 4.4917 -1.4891 2.6707
C 4.9268 -2.4161 2.3000
O -2.8422 0.7739 -3.2877
H 2.1315 1.1492 3.0918
C -0.5840 6.5467 -0.4497
F -2.5572 -7.5256 -0.3909
C -3.1692 -7.5182 0.8176
C 0.2518 -2.6813 0.1022
H -1.5826 -0.7117 -1.9706
H 2.6351 5.3271 1.4023
H 2.3948 -0.0731 1.8730
C -0.0560 -0.5128 1.0858
H -0.2325 8.0877 -5.8678
H -3.3664 -2.3109 -6.0217
H -4.8838 -0.2796 -6.3096
C -2.7341 4.4309 -5.6654
C -1.5026 7.1601 -4.4561
S -3.6693 1.2496 3.9659
O -0.6368 4.2128 -0.8890
H 0.6275 -3.1974 4.1826
H 6.6902 -1.5953 3.2637
H -1.6274 -0.5008 -5.4960
H 7.0014 -4.8712 1.5619
F -4.1795 -6.1877 3.4156
H 4.5685 2.0267 -0.1155
H 0.0319 6.3549 -5.6719
H 5.5588 -5.2321 2.5062
C 4.5914 -2.6242 0.8095
C -1.3184 1.3058 -0.2979
H -0.9105 6.6911 -1.4756
H -2.8305 3.8418 -4.7524
H 0.8638 5.4641 3.1358
H 0.1264 -0.1210 3.1597
H -1.8600 1.2450 -5.6008
H -3.2139 2.1433 -0.7375
H 7.8941 -3.6681 3.6655
H -4.7155 2.9264 4.6837
H 6.9647 -6.3769 4.2288
H -1.6791 4.4586 -5.9399
O -2.6597 6.4821 -4.3402
H 0.0875 6.7939 2.2742
C 0.2472 -3.2608 3.1636
C -0.4938 -2.3206 -1.0267
H 3.8526 -3.4292 0.7420
F -2.0466 -6.1822 2.9325
C 6.4257 -2.4561 2.6495
H -4.5703 -3.0066 -4.9341
C 4.0324 -1.4074 0.0494
H -2.4854 -7.9269 1.5564
C -3.6017 -6.0601 1.1514
C -3.2563 -5.6490 2.6097
H -1.1878 1.4638 -1.3677
C -2.3755 0.2888 -5.5671
F -2.9593 -5.1898 0.3319
H 5.4695 -3.0071 0.2871
H -2.1921 2.1870 1.9684
C -4.9781 -0.9681 -5.4700
H 2.9400 -1.4212 0.1070
F -3.2080 -3.9397 4.1666
C -0.7844 -0.0912 -0.0567
H -1.3815 -4.2009 1.6369
H -1.3324 6.9361 -6.6360
C 1.6916 5.8262 1.1862
H -1.4356 6.6933 0.2146
H 2.2629 2.0326 -1.0918
O -2.2633 0.9883 4.0738
Cl -0.7273 -3.4600 -2.2880
H 4.2659 -1.5356 -1.0120
H 8.4001 -6.0654 3.2524
H 2.8186 2.5762 1.4340
C 6.6266 -5.0070 2.5802
H -3.5560 3.0316 1.2824
C -0.7307 7.1292 -5.7529
O 0.9105 4.8215 0.5227
H 4.3260 0.9037 -1.4560
H 0.6773 -3.6663 0.2222
H 1.6939 7.0181 2.9718
H 4.4389 -3.2182 2.8622
F -4.2978 -3.5953 2.2966
C 7.3208 -6.2131 3.2099
H 0.1683 7.2975 -0.2267
C 4.5904 -0.0466 0.4577
C -3.2910 5.8216 -5.4416

Force components x, y, z for each atom (eV/Å):
H 0.11 0.01 0.10
C -0.29 -0.05 0.06
O 0.12 0.08 0.00
C -0.05 -0.07 -0.01
F -0.05 -0.05 0.02
H -0.03 0.07 0.05
H -0.14 0.02 0.02
O -0.02 0.05 -0.01
H 0.06 0.09 0.03
H 0.01 -0.05 0.01
H -0.02 -0.03 -0.06
H 0.02 0.15 -0.01
C -0.20 -0.08 -0.11
H -0.01 0.00 0.00
H -0.09 -0.09 0.09
H 0.06 0.04 0.00
H 0.02 -0.01 0.00
C -0.18 -0.01 -0.07
H -0.03 -0.04 -0.13
F 0.13 -0.01 -0.11
H -0.02 0.00 0.00
C -0.15 0.32 0.29
H -0.02 0.00 -0.01
C 0.06 0.00 -0.02
C -0.11 -0.29 0.12
C 0.01 0.10 -0.07
C 0.11 0.02 -0.24
O 0.00 0.13 0.25
H -0.01 -0.02 -0.08
H 0.11 0.07 0.16
O 0.12 0.40 -0.11
C -0.16 -0.03 0.06
H -0.02 0.00 -0.01
C -0.08 -0.06 -0.03
H 0.05 -0.06 0.03
H -0.06 -0.19 -0.03
C 0.51 0.05 0.95
C -0.09 0.07 0.05
O 0.47 0.11 -0.11
C 0.13 -0.19 0.15
C -0.32 -0.31 -0.11
C 0.08 0.02 0.09
H -0.06 -0.19 -0.16
H 0.15 -0.03 0.03
H -0.01 0.00 0.01
N -0.27 0.08 -0.42
H 0.02 0.00 -0.03
C 0.17 -0.10 -0.14
H -0.07 0.06 -0.03
C -0.05 -0.30 0.05
O 0.21 -0.05 0.11
H -0.07 0.07 0.05
C 0.23 0.01 -0.12
F -0.06 0.00 0.06
C 0.05 -0.07 -0.22
C -0.89 0.77 -0.87
H -0.02 0.04 0.04
H 0.01 -0.01 0.01
H 0.06 0.03 0.13
C -0.23 -0.23 -0.72
H 0.05 -0.01 0.05
H -0.01 0.02 -0.04
H 0.02 0.00 0.00
C 0.06 0.00 0.09
C 0.02 -0.14 0.05
S -0.01 0.03 -0.23
O -0.05 -0.09 0.00
H 0.04 -0.03 0.00
H 0.04 0.07 -0.02
H 0.01 -0.02 0.00
H -0.02 0.04 -0.04
F 0.08 0.00 0.07
H 0.08 0.04 -0.09
H 0.01 -0.02 0.00
H -0.04 0.10 -0.13
C -0.13 -0.01 0.09
C 0.12 -0.47 -0.18
H -0.13 0.01 0.02
H -0.01 -0.01 0.00
H 0.02 0.00 0.01
H -0.15 0.10 0.10
H 0.05 -0.02 0.06
H -0.06 -0.12 -0.10
H 0.05 0.08 0.04
H 0.01 0.07 0.07
H 0.03 0.01 0.02
H 0.00 0.02 -0.04
O -0.05 0.04 -0.04
H 0.01 0.03 -0.02
C 0.08 -0.17 0.13
C 0.48 0.33 1.06
H 0.03 -0.06 -0.17
F 0.20 0.00 0.07
C 0.05 -0.07 0.00
H -0.02 -0.01 -0.01
C 0.23 -0.07 -0.12
H 0.04 -0.04 0.04
C -0.21 0.20 0.32
C -0.16 -0.10 -0.20
H 0.06 0.18 0.01
C -0.12 0.14 -0.06
F 0.09 -0.04 -0.22
H 0.07 0.06 0.06
H 0.07 0.00 -0.04
C -0.08 -0.07 -0.09
H -0.02 0.16 0.09
F 0.02 0.17 0.06
C 0.16 -0.94 -0.21
H 0.05 -0.03 0.01
H 0.02 -0.04 0.01
C 0.07 0.06 0.08
H -0.02 -0.01 0.01
H 0.01 0.05 0.01
O -0.36 -0.14 0.27
Cl 0.01 0.00 0.04
H -0.13 -0.07 -0.04
H 0.02 0.00 0.01
H 0.08 0.05 -0.09
C 0.10 -0.20 0.10
H 0.14 0.09 0.05
C -0.13 0.12 -0.06
O 0.01 0.10 -0.06
H 0.07 0.05 -0.03
H 0.06 0.01 0.00
H 0.02 0.00 0.00
H -0.02 0.06 0.11
F 0.11 0.19 0.10
C -0.10 0.04 0.01
H -0.03 0.00 0.08
C -0.10 0.09 -0.03
C -0.06 -0.06 -0.06



- What is the calculated total energy in the second record?
  -4067.919821 a.u.



- Number 1 is which compound?
  C41H68NO3PReSe2



- What is the formula in the second record?
  C41H69ClF8NO10S



- Among the records above, which one has the lowest net charge?
  C41H69ClF8NO10S